# 1
{"formula": "C7H15N", "method": "ωB97M-V with the def2-TZVPD basis set", "lumo_ev": 1.00, "total_charge": 0, "max_force_ev_per_a": 6.9, "energy_ev": -8989.4032, "elements": ["C", "C", "C", "C", "C", "N", "C", "C", "H", "H", "H", "H", "H", "H", "H", "H", "H", "H", "H", "H", "H", "H", "H"], "positions_angstrom": [[-0.858, 1.633, 1.032], [-0.357, 0.731, 0.204], [-0.715, -0.281, -0.770], [-0.866, -1.719, -0.302], [-2.358, 0.314, -1.081], [1.220, 0.272, 0.360], [1.739, -0.328, 1.577], [2.210, 0.456, -0.683], [-1.883, 1.977, 0.954], [-0.204, 2.151, 1.724], [-0.227, -0.168, -1.737], [-1.321, -1.773, 0.690], [0.110, -2.209, -0.268], [-1.497, -2.283, -0.994], [-2.695, -0.320, -1.903], [-3.023, 0.141, -0.233], [-2.388, 1.355, -1.407], [2.582, 0.250, 1.982], [2.097, -1.353, 1.397], [0.977, -0.390, 2.361], [3.081, 1.014, -0.308], [1.805, 1.036, -1.519], [2.572, -0.505, -1.075]], "forces_ev_per_a": [[0.0, 0.1, -0.6], [6.3, -2.0, 1.2], [-6.5, 2.2, -1.1], [0.5, 0.1, 0.0], [1.9, -1.9, -0.8], [-1.8, 1.2, 0.9], [-0.3, 0.4, -0.2], [-0.6, 0.2, 0.2], [0.0, -0.3, 0.1], [0.0, -0.1, -0.1], [0.3, 0.0, 0.3], [0.1, 0.1, -0.1], [0.0, 0.0, 0.1], [0.1, 0.1, 0.0], [-0.3, 0.2, 0.0], [0.3, 0.0, 0.1], [0.2, -0.1, 0.2], [0.0, 0.0, 0.1], [0.0, 0.0, 0.0], [0.0, 0.1, -0.2], [0.0, 0.0, 0.0], [0.0, -0.1, 0.1], [0.0, 0.0, 0.0]]}

# 2
{"formula": "C7H15N", "method": "ωB97M-V with the def2-TZVPD basis set", "lumo_ev": 1.09, "total_charge": 0, "max_force_ev_per_a": 4.0, "energy_ev": -8990.6705, "elements": ["C", "C", "C", "C", "N", "C", "C", "C", "H", "H", "H", "H", "H", "H", "H", "H", "H", "H", "H", "H", "H", "H", "H"], "positions_angstrom": [[-0.395, -2.303, -1.613], [-1.343, -1.672, -0.649], [-1.290, -0.390, -0.208], [-0.288, 0.625, -0.608], [-0.752, 1.948, -0.799], [0.500, 0.273, 0.904], [1.986, 0.155, 0.576], [0.238, 1.438, 1.852], [-0.925, -2.971, -2.292], [0.147, -1.561, -2.202], [0.353, -2.920, -1.100], [-2.074, -2.337, -0.201], [-2.099, -0.003, 0.410], [0.397, 0.330, -1.399], [-0.817, 2.250, -1.760], [-1.493, 2.235, -0.171], [0.248, -0.643, 1.455], [2.566, 0.031, 1.490], [2.346, 1.058, 0.084], [2.164, -0.710, -0.062], [0.615, 2.364, 1.428], [-0.826, 1.537, 2.061], [0.744, 1.269, 2.804]], "forces_ev_per_a": [[0.2, -0.1, 0.0], [-0.2, 1.2, 0.8], [-1.7, -1.7, -2.9], [0.3, -2.3, 3.2], [0.5, 0.6, 0.5], [1.6, 2.3, -0.9], [-0.1, 0.1, 0.3], [0.2, -0.3, 0.0], [0.0, 0.0, -0.1], [0.0, -0.1, -0.1], [0.0, 0.0, 0.0], [-0.1, 0.1, 0.0], [0.2, -0.2, 0.3], [-0.1, 0.0, 0.1], [-0.3, -0.1, 0.3], [0.0, 0.0, -0.6], [-0.6, 0.1, -0.9], [0.1, -0.1, 0.1], [0.0, 0.0, -0.1], [0.1, 0.0, -0.1], [-0.1, 0.2, 0.0], [-0.1, 0.1, 0.1], [0.0, 0.0, 0.1]]}

# 3
{"formula": "C7H15N", "method": "ωB97M-V with the def2-TZVPD basis set", "lumo_ev": 1.04, "total_charge": 0, "max_force_ev_per_a": 1.5, "energy_ev": -8991.8580, "elements": ["C", "C", "C", "C", "C", "N", "C", "C", "H", "H", "H", "H", "H", "H", "H", "H", "H", "H", "H", "H", "H", "H", "H"], "positions_angstrom": [[-1.695, -2.533, -1.106], [-0.512, -1.927, -0.341], [0.055, -0.631, -0.982], [0.629, 0.328, 0.052], [1.931, 0.608, 0.041], [2.560, 1.517, 0.897], [-0.297, 0.988, 1.022], [-0.759, 2.355, 0.552], [-2.048, -1.891, -1.917], [-1.478, -3.518, -1.495], [-2.572, -2.625, -0.452], [0.311, -2.635, -0.255], [-0.763, -1.691, 0.686], [0.877, -0.848, -1.654], [-0.766, -0.129, -1.489], [2.589, 0.144, -0.681], [3.547, 1.355, 1.035], [2.099, 1.599, 1.792], [0.145, 1.006, 2.032], [-1.188, 0.380, 1.239], [0.069, 2.925, 0.115], [-1.322, 2.993, 1.229], [-1.413, 2.229, -0.321]], "forces_ev_per_a": [[-0.5, 0.3, 0.6], [0.5, 0.4, -0.4], [0.0, 0.2, 1.3], [-0.1, -0.5, -0.5], [0.0, -0.1, 0.2], [0.2, 0.1, 0.3], [-0.6, -0.3, 1.2], [0.0, 0.5, -1.4], [0.3, -0.1, -0.1], [0.0, -0.2, -0.2], [0.2, -0.2, 0.0], [0.0, -0.2, -0.1], [-0.4, 0.0, 0.2], [-0.2, -0.2, -0.6], [0.0, 0.1, -0.4], [0.0, 0.0, -0.1], [-0.1, 0.0, -0.1], [0.0, 0.2, 0.0], [0.2, 0.4, -0.2], [0.1, -0.1, -0.5], [0.1, 0.0, 0.5], [0.2, -0.2, 0.4], [-0.1, -0.2, 0.1]]}

# 4
{"formula": "C7H15N", "method": "ωB97M-V with the def2-TZVPD basis set", "lumo_ev": 1.02, "total_charge": 0, "max_force_ev_per_a": 2.5, "energy_ev": -8991.3959, "elements": ["C", "C", "N", "C", "C", "C", "C", "C", "H", "H", "H", "H", "H", "H", "H", "H", "H", "H", "H", "H", "H", "H", "H"], "positions_angstrom": [[3.275, -0.475, 0.668], [2.258, -0.407, -0.195], [1.051, 0.394, -0.068], [1.054, 1.717, 0.551], [-0.088, 0.073, -0.906], [-1.400, -0.082, 0.009], [-2.641, 0.172, -0.841], [-1.455, -1.466, 0.649], [3.304, 0.136, 1.563], [4.100, -1.160, 0.504], [2.273, -1.054, -1.072], [0.699, 1.644, 1.584], [0.403, 2.412, 0.009], [2.055, 2.160, 0.563], [-0.240, 0.870, -1.644], [0.051, -0.859, -1.466], [-1.389, 0.664, 0.811], [-3.555, 0.073, -0.244], [-2.704, -0.532, -1.677], [-2.628, 1.189, -1.249], [-0.578, -1.648, 1.277], [-1.502, -2.254, -0.111], [-2.343, -1.566, 1.285]], "forces_ev_per_a": [[-0.1, 0.3, 0.0], [-1.6, 0.9, 0.4], [2.1, -1.1, -0.8], [0.2, -0.6, 0.2], [-1.1, 0.3, 1.3], [0.6, -0.2, -1.2], [-0.1, 0.2, 0.1], [0.1, 0.0, 0.2], [0.0, 0.0, 0.0], [-0.1, 0.2, -0.1], [-0.3, 0.1, 0.1], [0.0, 0.3, 0.0], [0.0, -0.2, 0.0], [0.0, -0.2, 0.0], [-0.2, 0.1, 0.0], [0.2, 0.1, 0.3], [0.2, 0.0, -0.2], [0.1, 0.0, -0.1], [0.0, 0.0, 0.1], [0.0, -0.1, 0.0], [0.0, 0.0, -0.1], [0.0, 0.1, 0.0], [0.1, 0.0, -0.1]]}

| no. | gap between HOMO and LUMO (eV) | HOMO (hartree) |
| --- | --- | --- |
| 1 | 8.50 | -0.27563 |
| 2 | 8.99 | -0.29026 |
| 3 | 8.87 | -0.28773 |
| 4 | 8.72 | -0.28307 |